ORCA calculation (wB97M-V/def2-TZVPD) on C30H46O3P2Ru as an isolated structure in a non-equilibrium geometry.

## Properties
LUMO energy (alpha / beta)   -7.2908 / -7.8947 eV
<S²>   6.11
Total charge   +2
Highest occupied orbital energy (alpha / beta)   -0.4380 / -0.4573 hartree
Energy relative to the best compared isomer or geometry (same formula, charge and spin)   390.2 kJ/mol
HOMO-LUMO gap (alpha / beta)   4.626 / 4.550 eV
Spin multiplicity   5
F_max   0.105 hartree/bohr

Atoms and positions in Å:
Ru: 1.785 -0.126 -1.654
P: 0.820 1.004 -3.394
P: 3.120 -0.536 -3.275
O: 1.735 3.242 -0.484
O: 1.025 4.326 1.653
O: 3.618 2.010 -0.546
C: 0.062 0.235 -4.947
C: -1.914 2.283 -1.579
C: -0.582 -0.967 -0.011
C: -4.927 0.480 -3.977
C: 3.771 2.025 3.693
C: -2.828 3.119 -2.365
C: 2.619 1.143 -3.833
C: -1.039 -2.509 -2.059
C: 0.537 0.273 1.937
C: 0.552 -0.620 0.757
C: 2.958 -1.557 0.965
C: 4.765 -0.708 -3.956
C: 3.814 2.069 2.297
C: -2.241 0.863 -2.129
C: 0.432 2.718 -3.927
C: -3.404 2.453 -3.543
C: -0.170 -1.820 -1.078
C: 1.975 3.648 3.714
C: 1.267 -2.053 -0.949
C: 1.985 -3.282 -1.381
C: 1.706 -1.279 0.226
C: 1.986 -1.837 -3.973
C: -3.513 0.050 -3.933
C: 2.833 2.802 4.389
C: -1.974 -0.629 0.402
C: 1.934 3.675 2.281
C: 2.905 2.839 1.578
C: 2.789 2.668 0.100
C: -4.929 2.001 -3.558
C: -2.738 1.087 -3.506
H: -1.002 0.494 -5.002
H: 2.770 2.753 5.476
H: 3.794 -1.006 0.533
H: -2.067 2.301 -0.489
H: 2.878 -1.243 2.008
H: 1.461 -3.741 -2.221
H: 0.997 -1.739 -3.480
H: -1.989 -1.994 -2.233
H: -3.193 3.038 -4.445
H: 1.985 -4.027 -0.577
H: 1.142 3.407 -3.446
H: -5.454 -0.126 -3.215
H: -1.462 0.116 -1.977
H: 1.260 4.284 4.233
H: 1.280 3.813 0.271
H: -1.287 -3.512 -1.693
H: -2.120 -0.816 1.473
H: -5.608 2.619 -4.158
H: 4.848 -0.032 -4.824
H: 3.407 -0.203 -1.426
H: -3.068 0.467 -1.485
H: 3.032 1.903 -3.131
H: 0.538 0.612 -5.866
H: -5.419 0.351 -4.945
H: 3.200 -2.625 0.932
H: -0.827 2.468 -1.706
H: 3.032 -3.044 -1.596
H: -3.127 -0.936 -4.184
H: -2.986 4.184 -2.187
H: -0.597 3.029 -3.700
H: 2.932 1.414 -4.855
H: -5.287 2.005 -2.532
H: -0.573 -2.671 -3.036
H: 0.713 1.322 1.642
H: 4.541 1.476 1.739
H: 4.975 -1.748 -4.252
H: -0.439 0.246 2.444
H: -2.173 0.445 0.280
H: 4.469 1.390 4.238
H: 0.578 2.824 -5.019
H: 1.319 0.020 2.662
H: 2.343 -2.836 -3.704
H: 0.094 -0.856 -5.009
H: -2.720 -1.185 -0.182
H: 5.471 -0.381 -3.178
H: 1.828 -1.777 -5.057